Entry from OMol25: a cluster of 4 separate species, C5H19N2O4 in total at a distorted geometry (wB97M-V/def2-TZVPD).

Each line ends with the Mulliken charge.
Positions of all 30 atoms, in Å:
N: 2.23 0.72 -0.33  -0.3076
C: 1.57 -0.55 -0.68  -0.4188
C: 0.05 -0.37 -0.26  0.4802
N: -0.77 -1.36 0.11  0.1347
C: -0.54 -2.79 0.11  -0.3622
C: 0.79 -3.14 0.87  -1.2097
C: -2.03 -0.75 0.72  -0.9674
O: -0.35 0.79 -0.16  -0.4744
H: 1.61 1.57 0.07  0.4004
H: 2.75 1.22 -1.06  0.3495
H: 2.84 0.49 0.38  0.3345
H: 1.73 -0.82 -1.76  0.2532
H: 2.13 -1.35 -0.11  0.1929
H: -1.38 -3.50 0.62  0.3162
H: -0.69 -3.42 -0.92  0.3007
H: 0.89 -2.32 1.63  0.3778
H: 0.97 -4.10 1.44  0.3445
H: 1.54 -2.92 0.26  0.4131
H: -2.01 -0.98 1.79  0.3952
H: -2.90 -1.13 0.09  0.3564
H: -2.09 0.42 0.75  0.1105
H: -1.94 2.50 -2.90  0.2923
H: -1.28 2.28 -1.62  0.3235
O: -1.68 2.93 -2.14  -0.6134
H: -1.43 1.49 2.14  0.3038
H: -2.46 2.58 2.14  0.3161
O: -1.54 2.44 2.19  -0.6069
H: 0.72 2.94 -0.91  0.3069
H: 1.66 4.00 -1.26  0.2725
O: 1.60 3.13 -1.21  -0.6144

lowest unoccupied orbital energy	-3.2	eV
spin multiplicity	1
Kohn-Sham gap	0.384	Ha
total charge	+1
HOMO	-13.63	eV
energy above the lowest of the compared OMol25 structures with the same formula, charge and spin	94.9	kcal/mol